A cluster of 7 separate species, C36H41ClP in total at a distorted geometry. Source: OMol25; level of theory: ωB97M-V/def2-TZVPD.

```
! RIJCOSX wB97M-V def2-TZVPD def2/J DEFGRID3
* xyz -1 1
C 6.97 1.91 2.44
H -4.31 -5.21 -0.37
H 2.03 0.60 0.06
C 0.12 2.12 4.37
H -3.09 4.08 -1.77
H -2.58 -3.43 -0.27
H 4.17 1.79 -2.46
H 1.41 -0.39 -1.64
Cl 0.87 -1.88 0.70
C 0.63 4.42 3.90
H -2.96 0.38 -5.04
C 4.32 2.35 -0.40
H 0.53 5.47 4.14
H 7.26 1.14 6.21
C 6.94 2.94 3.36
H 6.87 2.13 1.38
H -3.27 2.71 -5.82
C -2.29 -4.48 -0.31
H 0.48 -6.40 -0.34
H 3.89 5.98 -1.64
C -3.21 3.54 -3.84
H -8.91 -4.62 -0.52
H 0.97 0.67 3.03
C 4.02 4.97 -1.29
H -9.52 -3.47 -2.62
H -6.05 -5.08 -4.52
H -2.77 1.75 -1.00
C 4.15 4.71 0.07
C 7.18 1.36 5.15
H -3.63 -7.59 -0.45
C -0.01 3.47 4.68
C -2.86 0.93 -2.97
C 1.40 4.02 2.81
H -5.43 -6.23 -2.42
H -0.61 3.78 5.53
C -1.53 -7.14 -0.40
H -3.33 4.56 -4.18
H -2.70 -0.08 -2.62
H 7.01 3.48 5.44
C -2.90 1.97 -2.05
C 4.03 3.92 -2.20
C 4.30 3.40 0.51
C -8.63 -4.08 -2.58
C -8.29 -4.73 -1.40
H -1.23 -8.18 -0.43
H 3.91 4.11 -3.25
C -2.88 -6.81 -0.41
H -0.39 1.37 4.98
C -3.26 -5.47 -0.37
H 6.82 3.96 3.02
C -6.34 -5.63 -2.47
H -0.21 -4.01 -0.27
H 0.68 1.55 -1.25
C -6.68 -4.99 -3.65
H 1.89 4.75 2.19
H -6.87 -6.01 -0.43
C -0.57 -6.14 -0.35
C -7.14 -5.50 -1.35
H 4.40 3.19 1.57
H -0.55 -0.14 -1.05
H 2.10 2.34 1.66
H 4.12 5.52 0.78
H 0.08 0.83 0.63
C -3.07 3.27 -2.49
C 4.18 2.61 -1.75
P 0.74 0.29 -0.54
C -7.83 -4.21 -3.70
C -2.99 1.19 -4.32
C 7.04 2.67 4.72
C -0.94 -4.81 -0.31
C 0.88 1.72 3.29
C -3.17 2.50 -4.76
C 7.21 0.32 4.23
C 7.11 0.60 2.87
H 7.12 -0.21 2.15
C 1.53 2.67 2.51
H 4.42 1.34 -0.04
H -8.09 -3.70 -4.62
H 7.31 -0.70 4.57
*
```

Output
HOMO-LUMO gap: 0.25016 hartree
Total energy: -2197.88828 hartree
Max |F|: 1.069 eV Å⁻¹